Entry 1:
A 2-piece molecular cluster, C3H3O2 overall at a distorted geometry, computed with the ωB97M-V functional and the def2-TZVPD basis.

## Properties
**Energy above the lowest of the compared OMol25 structures with the same formula, charge and spin**: 130.9 kcal/mol
**Multiplicity**: 1
**LUMO (spin up / spin down)**: -8.636 / -5.630 eV
**Net charge**: +1

Each line ends with the natural charge from an NBO analysis.
Atoms and positions in Å:
C1 -0.01805 0.56841 1.06184  0.08
C2 0.74545 -0.46165 0.71012  0.08
C3 -0.62106 0.00623 -0.85485  0.82
O1 -0.89702 0.81330 0.06930  -0.36
O2 0.29369 -0.83911 -0.57105  -0.38
H1 -0.08127 1.19603 1.86224  0.26
H2 1.54078 -1.04946 0.99279  0.27
H3 -0.96252 -0.23375 -3.27039  0.24

Entry 2:
A single C3H8N4 molecule at a distorted geometry, computed with the ωB97M-V functional and the def2-TZVPD basis.

## Properties
**Energy above the lowest of the compared OMol25 structures with the same formula, charge and spin**: 127.4 kcal/mol
**Multiplicity**: 1
**LUMO**: 0.999 eV

Each line ends with the natural charge from an NBO analysis.
Atoms and positions in Å:
C1 2.11228 -0.50342 0.43252  -0.41
N1 0.86873 -0.05680 -0.05815  -0.30
C2 0.24481 1.11154 0.15246  -0.04
C3 -1.04596 1.05865 0.33372  -0.17
N2 -1.55098 -0.21375 0.59239  -0.15
N3 -2.65975 -0.50828 -0.36672  -0.69
N4 -0.39111 -1.06301 0.21171  -0.33
H1 2.55626 0.44960 0.89791  0.21
H2 2.05726 -1.36641 1.14337  0.22
H3 2.70932 -0.84810 -0.54814  0.19
H4 0.77028 2.00948 0.00514  0.21
H5 -1.74926 1.83094 0.46080  0.21
H6 -2.73561 0.24445 -1.04373  0.34
H7 -3.42022 -0.49878 0.24714  0.36
H8 -0.79077 -1.37238 -0.70263  0.35

Entry 3:
C20H21N2O3ReS2SbSe4 as an isolated structure, computed with the ωB97M-V functional and the def2-TZVPD basis.

## Properties
**Energy above the lowest of the compared OMol25 structures with the same formula, charge and spin**: 20.0 kcal/mol
**Multiplicity**: 1
**LUMO**: -11.713 eV
**Net charge**: +3

Each line ends with the natural charge from an NBO analysis.
Atoms and positions in Å:
Re1 -0.30728 -2.29309 -0.69027  0.78
O1 1.53306 -2.11626 0.08498  -0.46
N1 2.33117 -1.18886 -0.36670  0.22
N2 1.91410 -0.70798 -1.44760  0.21
O2 0.74187 -1.13418 -1.92634  -0.47
C1 2.64373 0.28050 -2.19632  0.11
C2 3.99993 0.43618 -1.93275  -0.20
C3 4.68156 1.41263 -2.63424  -0.18
C4 4.01640 2.19556 -3.57238  -0.13
C5 2.65947 2.01264 -3.81781  -0.19
C6 1.95171 1.04616 -3.12527  -0.21
H1 4.50835 -0.19191 -1.21550  0.25
H2 5.73907 1.55297 -2.45919  0.26
H3 4.56338 2.94914 -4.12310  0.25
H4 2.15206 2.62397 -4.55112  0.25
H5 0.89481 0.90132 -3.29403  0.24
Se1 -4.08375 -4.51806 -5.19434  0.01
Sb1 -2.53366 -4.24781 -3.53824  0.94
Se2 0.33240 -4.47236 -1.10725  0.32
Se3 -2.04286 -2.07784 -2.24326  0.07
Se4 -0.91731 -5.88413 -2.64544  -0.02
C7 -2.92857 -2.40602 1.56305  -0.72
S1 -1.21493 -2.98932 1.49366  0.49
C8 -1.41747 -4.76132 1.76654  -0.73
H6 -3.26464 -2.57160 2.58544  0.27
H7 -3.53593 -2.96788 0.85778  0.24
H8 -2.93468 -1.34187 1.33788  0.27
H9 -2.03354 -5.20747 0.99061  0.24
H10 -1.88980 -4.87079 2.74225  0.28
H11 -0.42818 -5.21072 1.79815  0.27
O3 -0.87493 -0.53925 0.19449  -0.96
S2 -0.19373 0.19912 1.44048  1.23
C9 -1.58259 0.86177 2.28724  -0.33
C10 -1.54213 0.73608 3.67165  -0.17
C11 -2.58455 1.26902 4.41874  -0.19
C12 -3.64242 1.89448 3.77789  -0.13
C13 -3.67490 1.99773 2.38762  -0.20
C14 -2.63918 1.48692 1.62740  -0.15
C15 0.65127 1.53628 0.67227  -0.24
C16 1.96254 1.72262 1.09818  -0.20
C17 2.69506 2.77081 0.55862  -0.20
C18 2.11778 3.59669 -0.39405  -0.14
C19 0.80612 3.38774 -0.81940  -0.18
C20 0.05795 2.35556 -0.28571  -0.22
H12 -0.71056 0.24216 4.16009  0.24
H13 -2.56677 1.19348 5.49731  0.25
H14 -4.45243 2.31035 4.36206  0.25
H15 -4.50616 2.49079 1.90210  0.25
H16 -2.65703 1.57199 0.54888  0.22
H17 2.40202 1.06829 1.84201  0.24
H18 3.71048 2.94282 0.88850  0.25
H19 2.68760 4.41901 -0.80602  0.25
H20 0.36667 4.04351 -1.55881  0.25
H21 -0.96058 2.19042 -0.61073  0.23

Entry 4:
An isolated ion of composition C4H10N and charge +1 at a distorted geometry, computed with the ωB97M-V functional and the def2-TZVPD basis.

## Properties
**Energy above the lowest of the compared OMol25 structures with the same formula, charge and spin**: 43.0 kcal/mol
**Multiplicity**: 1
**LUMO**: -4.857 eV
**Net charge**: +1

Each line ends with the natural charge from an NBO analysis.
Atoms and positions in Å:
C1 -1.59862 0.34767 1.17274  -0.69
C2 -0.49296 -0.65483 0.77679  0.31
N1 0.33698 -0.25541 -0.15916  -0.26
C3 1.45535 -1.01063 -0.52216  -0.44
C4 0.28310 0.98778 -0.85882  -0.44
H1 -2.27378 0.18612 2.10470  0.29
H2 -2.24638 0.39874 0.37599  0.26
H3 -1.15905 1.25846 1.14766  0.24
H4 -0.43998 -1.69740 1.28877  0.27
H5 1.62857 -1.76845 0.22869  0.23
H6 1.48090 -1.47335 -1.52056  0.25
H7 2.42533 -0.37792 -0.61380  0.25
H8 0.62996 0.81235 -1.94599  0.26
H9 -0.78290 1.13686 -0.83830  0.22
H10 0.81453 1.86918 -0.46641  0.27

Entry 5:
A 2-piece molecular cluster, C5H4O3 overall at a distorted geometry, computed with the ωB97M-V functional and the def2-TZVPD basis.

## Properties
**Energy above the lowest of the compared OMol25 structures with the same formula, charge and spin**: 66.6 kcal/mol
**Multiplicity**: 1
**LUMO**: 0.350 eV

Each line ends with the natural charge from an NBO analysis.
Atoms and positions in Å:
C1 -4.45401 -1.48677 -0.09617  0.52
C2 -0.85122 -1.87998 0.26859  0.32
C3 1.39161 -1.67500 -0.05666  0.78
C4 -0.60520 -0.40339 0.14977  -0.59
C5 0.89264 -0.25132 -0.09745  -0.56
O1 -4.42614 -0.35782 -0.08050  -0.52
O2 2.48702 -2.11741 -0.15953  -0.49
O3 0.27288 -2.50485 0.14795  -0.48
H1 -1.23247 -0.01743 -0.65544  0.26
H2 -0.95266 0.06434 1.07188  0.26
H3 1.41219 0.32830 0.66245  0.26
H4 1.12657 0.17696 -1.07164  0.26

Entry 6:
A 6-piece molecular cluster, C5H20FN10O5 overall at a distorted geometry, computed with the ωB97M-V functional and the def2-TZVPD basis.

## Properties
**Energy above the lowest of the compared OMol25 structures with the same formula, charge and spin**: 51.8 kcal/mol
**Multiplicity**: 1
**LUMO**: 2.805 eV
**Net charge**: -1

Each line ends with the natural charge from an NBO analysis.
Atoms and positions in Å:
F1 -0.11518 0.53349 -0.34475  -0.87
C1 0.15808 -1.89109 2.61158  0.74
O1 0.84137 -2.65499 3.27867  -0.68
N1 -0.68406 -0.97552 3.04067  -0.84
N2 0.12461 -1.91482 1.29354  -0.85
H1 -1.29231 -0.48797 2.39845  0.41
H2 -0.99514 -1.11442 3.99147  0.40
H3 -0.04023 -0.99750 0.90436  0.40
H4 0.82735 -2.44688 0.80041  0.40
C2 1.18685 -2.20865 -2.09332  0.75
O2 1.82372 -3.14331 -2.53018  -0.69
N3 1.73226 -1.05703 -1.64560  -0.88
N4 -0.10672 -2.16448 -1.95821  -0.86
H5 2.73962 -1.01208 -1.58800  0.40
H6 1.12092 -0.41594 -1.16046  0.42
H7 -0.54374 -2.94039 -2.43474  0.41
H8 -0.46960 -1.49287 -1.29689  0.42
C3 -0.83563 2.21990 -3.56569  0.75
O3 -1.05372 2.73943 -4.66760  -0.71
N5 -1.02679 2.65344 -2.35932  -0.83
N6 -0.34123 1.03895 -3.43948  -0.83
H9 -0.48206 2.30284 -1.58443  0.42
H10 -1.42720 3.58027 -2.33191  0.38
H11 -0.20046 0.69025 -4.37686  0.39
H12 0.04872 0.58590 -2.62536  0.42
C4 -3.06193 0.23589 1.25200  0.73
O4 -4.06919 -0.03484 1.92093  -0.72
N7 -2.19640 1.11936 1.51800  -0.84
N8 -2.69262 -0.32172 0.14122  -0.85
H13 -2.22499 1.61051 2.40008  0.40
H14 -1.40641 1.10495 0.88886  0.42
H15 -1.84848 0.11999 -0.19404  0.41
H16 -3.26938 -1.00435 -0.32940  0.40
C5 2.96762 1.16001 1.90436  0.76
O5 4.03497 1.70814 2.30993  -0.71
N9 2.50421 1.27036 0.68054  -0.84
N10 2.07587 0.50762 2.65663  -0.84
H17 1.52030 1.04620 0.63835  0.42
H18 2.88816 1.87658 -0.03022  0.40
H19 1.49419 -0.23168 2.28897  0.40
H20 2.29465 0.40643 3.63744  0.40

Entry 7:
A single CH3ClN2O2 molecule at a distorted geometry, computed with the ωB97M-V functional and the def2-TZVPD basis.

## Properties
**Energy above the lowest of the compared OMol25 structures with the same formula, charge and spin**: 75.4 kcal/mol
**Multiplicity**: 1
**LUMO**: -0.359 eV

Each line ends with the natural charge from an NBO analysis.
Atoms and positions in Å:
O1 -1.08964 0.80463 1.19645  -0.36
N1 -1.18576 0.53390 0.02750  0.52
O2 -2.13381 0.77524 -0.67667  -0.34
C1 -0.18942 -0.42882 -0.48807  -0.11
N2 1.27838 -0.46949 0.59236  -0.62
Cl1 2.53937 0.40075 -0.18825  0.08
H1 0.20414 -0.31062 -1.45279  0.22
H2 -0.48997 -1.39190 -0.48745  0.22
H3 1.06671 0.08631 1.47693  0.39

Entry 8:
C20H27INO9S2Si as an isolated structure at a distorted geometry, computed with the ωB97M-V functional and the def2-TZVPD basis.

## Properties
**Multiplicity**: 1
**LUMO**: 0.017 eV
**Net charge**: -1

Each line ends with the natural charge from an NBO analysis.
Atoms and positions in Å:
C1 -5.23820 4.73173 0.97184  -0.62
C2 -3.99275 4.02487 1.60843  -0.44
C3 -2.65988 4.50524 0.96611  -0.52
I1 -2.55368 3.97917 -1.15392  0.10
S1 -1.28632 3.61732 1.86726  2.17
O1 -0.47808 4.64412 2.59222  -0.95
O2 -1.94369 2.67017 2.81897  -0.96
N1 -0.41135 2.84407 0.65179  -1.18
S2 0.69627 1.75889 1.31924  2.18
O3 2.02728 1.98853 0.64972  -0.99
O4 0.91969 1.98152 2.78112  -0.95
C4 0.20325 0.01935 0.97984  -0.66
C5 -0.98242 -0.42374 1.90779  -0.10
O5 -2.22750 0.08645 1.45327  -0.85
Si1 -3.06447 -0.99662 0.44029  1.87
C6 -4.03728 -2.35540 1.35385  -1.14
C7 -1.97572 -1.84501 -0.87342  -1.15
C8 -4.36888 0.04368 -0.51825  -1.12
H1 -5.15733 4.75253 -0.13335  0.21
H2 -5.28677 5.78559 1.30463  0.19
H3 -6.15714 4.18309 1.23967  0.21
H4 -4.09316 2.94110 1.42907  0.23
H5 -3.98707 4.24675 2.68945  0.24
H6 -2.57064 5.59141 1.12443  0.24
H7 -0.15144 -0.08364 -0.06040  0.23
H8 1.10147 -0.58487 1.19825  0.25
H9 -0.96822 -1.51778 2.09525  0.17
H10 -0.78297 0.06020 2.88951  0.23
H11 -3.62601 -2.65767 2.33400  0.24
H12 -5.09330 -2.04399 1.49061  0.23
H13 -4.08217 -3.25331 0.69753  0.23
H14 -2.53060 -2.75098 -1.20339  0.23
H15 -1.90652 -1.14819 -1.73588  0.23
H16 -0.99567 -2.16878 -0.51396  0.26
H17 -4.08962 0.08302 -1.58660  0.23
H18 -4.41708 1.05822 -0.07503  0.25
H19 -5.36235 -0.43256 -0.41351  0.22
C9 1.48224 -4.28488 -3.52259  -0.22
C10 2.19262 -4.00521 -4.61380  -0.24
C11 2.41653 -2.60702 -5.04605  0.47
O6 3.06254 -2.35363 -6.04236  -0.50
C12 1.82344 -1.53219 -4.21966  -0.22
C13 1.11271 -1.81139 -3.12786  -0.23
C14 0.88872 -3.20947 -2.69596  0.47
O7 0.24340 -3.46438 -1.70074  -0.48
H20 1.30705 -5.30042 -3.19076  0.23
H21 2.63490 -4.77778 -5.23003  0.23
H22 1.99891 -0.51667 -4.55071  0.24
H23 0.67152 -1.03816 -2.51168  0.25
C15 4.86355 0.08857 1.58708  -0.22
C16 5.92859 0.72566 1.10134  -0.23
C17 7.11956 -0.01563 0.63472  0.48
O8 8.09413 0.56153 0.19316  -0.51
C18 7.08469 -1.49374 0.72503  -0.23
C19 6.02124 -2.13151 1.20967  -0.23
C20 4.82834 -1.38814 1.67737  0.48
O9 3.85943 -1.97345 2.11677  -0.49
H24 3.98194 0.61918 1.93236  0.27
H25 5.97056 1.80449 1.02677  0.24
H26 7.96563 -2.01913 0.37773  0.22
H27 5.97803 -3.21112 1.28377  0.22